[1]
A cluster of 2 separate species, C17H26N2OPS3 in total in a non-equilibrium geometry, computed with wB97M-V/def2-TZVPD.

Properties
Net charge: +1
HOMO-LUMO gap, eV: 8.144
2S+1: 1
DFT total energy, eV: -64863.84824
E_HOMO, Ha: -0.4197

Structure (XYZ):
```
50
Properties=species:S:1:pos:R:3:forces:R:3:nbo_charge:R:1
C 1.0968 0.5620 4.5743 0.121 -0.542 -0.353 -0.368
C 1.8579 -0.1606 3.7024 -0.146 0.408 0.222 -0.217
C 1.3142 -1.1106 2.6497 0.310 -1.292 1.795 -0.274
N 0.0111 -0.7066 2.1203 0.319 0.210 -0.377 -0.282
C -1.1920 -0.8619 2.7861 -0.343 -0.419 -0.020 -0.225
P -1.6033 -1.5470 4.4161 -0.740 0.902 0.941 0.838
S -2.4082 -0.2432 5.6010 0.158 -0.096 -0.092 -0.510
C -2.1784 -0.4056 1.9634 0.815 -0.340 -0.301 0.004
S -3.8806 -0.3393 2.2810 -0.300 0.203 0.388 0.147
N -1.5281 0.0169 0.7982 -0.377 0.534 0.044 -0.469
S -2.4370 0.6160 -0.5302 -0.017 -0.264 -0.453 0.264
C -0.1936 -0.1608 0.9116 -0.260 -0.337 0.242 0.499
C 0.8734 0.1354 -0.0910 0.254 0.428 -0.098 -0.495
C 0.8886 1.5459 -0.6553 -0.171 0.275 -0.044 -0.080
C 0.2424 1.8607 -1.8422 -0.090 -0.359 -0.218 -0.157
C 0.2588 3.1445 -2.3592 0.089 0.031 0.248 -0.224
C 0.9355 4.1615 -1.6909 -0.122 0.079 -0.295 0.014
C 0.9223 5.5639 -2.2373 -0.100 -0.096 0.409 -0.634
C 1.6166 3.8396 -0.5233 0.117 0.196 0.114 -0.208
C 1.5969 2.5566 -0.0139 -0.085 -0.382 0.243 -0.189
H 0.4465 0.0736 5.2952 -1.459 0.239 -1.128 0.214
H 1.0951 1.6481 4.5542 1.397 0.026 1.414 0.228
H 2.9440 -0.0960 3.7625 -0.005 1.253 -1.334 0.227
H 2.0515 -1.1448 1.8589 -0.152 -0.063 -0.144 0.247
H 1.2149 -2.1377 3.0233 -0.136 -0.062 -0.249 0.235
H -2.5192 -2.5642 4.1169 0.404 -0.305 -0.308 0.016
H -0.4453 -2.1553 4.9227 0.097 -0.231 -0.436 -0.005
H -4.3168 -0.9317 1.1587 0.229 -0.010 -0.125 0.148
H -2.0707 1.9076 -0.4814 0.128 -0.036 0.270 0.161
H 1.8174 0.0140 0.4339 0.045 -0.130 -0.122 0.242
H 0.8668 -0.5794 -0.9177 -0.244 -0.225 0.060 0.294
H -0.2906 1.0809 -2.3719 0.076 -0.002 -0.088 0.211
H -0.2623 3.3580 -3.2838 0.022 0.003 -0.017 0.221
H 0.2469 5.6230 -3.0871 0.175 0.117 -0.148 0.222
H 1.9267 5.8915 -2.5021 -0.032 -0.002 -0.194 0.234
H 0.5559 6.2568 -1.4776 0.006 0.016 -0.005 0.228
H 2.1765 4.6073 -0.0032 -0.012 0.022 0.006 0.224
H 2.1341 2.3130 0.8972 0.053 0.148 0.019 0.209
C -0.7991 -3.7301 -1.9557 -0.035 0.159 0.112 -0.627
C -0.3895 -2.9169 -3.1753 0.164 -0.485 0.021 0.094
C -0.3182 -3.7852 -4.4198 0.016 0.121 -0.118 -0.632
O 0.8749 -2.2877 -2.9419 -0.141 0.322 0.212 -0.733
H -0.0664 -4.5165 -1.7572 -0.027 -0.046 -0.066 0.206
H -0.8441 -3.0939 -1.0673 -0.035 0.015 -0.014 0.190
H -1.7743 -4.1964 -2.0978 0.007 -0.022 0.003 0.222
H -1.1048 -2.1077 -3.3331 0.097 0.097 0.007 0.172
H 0.4286 -4.5732 -4.2924 -0.052 -0.044 0.058 0.204
H -0.0212 -3.1905 -5.2830 -0.035 0.021 0.001 0.226
H -1.2797 -4.2525 -4.6330 0.006 -0.020 0.007 0.219
H 1.5291 -2.9816 -2.8030 0.011 -0.016 -0.091 0.465
```
Forces are in eV/Å.

[2]
A cluster of 3 separate species, C34H78BBrIN7O12P3 in total in a non-equilibrium geometry, computed with wB97M-V/def2-TZVPD.

Properties
Net charge: +1
HOMO-LUMO gap, eV: 7.388
2S+1: 1
DFT total energy, eV: -178205.21752
E_HOMO, Ha: -0.3722

Structure (XYZ):
```
137
Properties=species:S:1:pos:R:3:forces:R:3:mulliken_charge:R:1
C 1.2964 -1.4609 -1.4916 0.006 0.159 0.097 -1.140
B 0.3364 -0.3219 -1.9450 0.448 0.265 -0.197 1.100
O 0.5583 0.2693 -3.1882 -0.303 0.703 0.783 -0.651
C -0.9880 0.2242 -1.1994 -0.571 -1.243 -0.424 -0.326
O -1.3992 -0.3983 -0.0234 0.399 0.318 0.011 -0.082
C -0.4542 -0.6400 1.0198 0.250 -0.473 0.807 -1.152
C -1.0377 -0.3153 2.4029 -0.160 -0.144 -0.364 0.499
C 0.0893 -0.2697 3.4366 -0.509 -0.458 -0.082 -1.840
C -1.9301 0.9345 2.4549 0.252 -0.539 0.704 -0.425
C -3.1666 0.7104 3.3388 -0.400 0.664 -0.655 0.528
C -3.8959 2.0615 3.4747 -0.042 -0.525 -0.035 -1.667
C -4.1256 -0.2970 2.6712 0.174 -0.481 0.405 -1.319
C -2.1438 -0.2190 -2.1846 1.040 1.217 0.162 -1.441
P -2.0687 -1.9811 -2.6958 -3.582 -1.153 -0.480 0.543
O -3.4814 -2.3163 -2.9250 -0.091 0.366 0.051 -0.781
O -1.5243 -2.9601 -1.5770 1.369 0.471 -0.502 -0.482
O -1.2411 -2.2034 -4.0358 1.159 0.315 0.776 -0.472
C -2.4438 0.7331 -3.3927 -0.171 -0.591 -0.188 -0.009
C -3.8987 0.5096 -3.8698 -0.355 -0.418 -0.354 -1.958
C -3.9786 -0.1523 -5.2625 -0.300 0.114 0.407 0.442
C -5.4117 -0.5517 -5.5579 0.072 0.057 0.083 -0.097
O -6.0873 0.0026 -6.3649 -0.168 0.207 -0.317 -0.515
O -5.8648 -1.6417 -4.8694 -0.076 -0.004 -0.138 -0.444
C -2.1015 2.2073 -3.0528 -0.420 -0.363 -0.068 0.910
C -2.8903 3.2322 -3.8886 0.718 -0.407 -0.433 -0.900
C -2.0581 4.4648 -4.1662 -0.410 0.498 0.319 0.049
O -2.3216 5.5673 -3.8391 0.044 -0.105 -0.020 -0.434
Br -0.4068 4.1386 -5.1701 0.042 -0.156 -0.029 -0.164
C -2.2491 2.3781 -1.5457 -0.170 0.968 -0.426 0.204
C -2.4395 3.8024 -1.0350 -0.191 0.271 -0.307 -1.620
O -2.4372 3.6910 0.3741 0.587 -0.060 0.099 -0.004
O -2.2530 4.9795 0.9517 -0.270 0.085 -0.229 -0.494
N -1.0401 1.7442 -0.9252 -0.347 0.216 0.441 1.441
C 0.2078 2.5334 -1.0938 0.700 0.909 0.193 -0.996
C 1.2595 2.2544 -0.0126 -0.081 0.262 -0.629 -0.148
C 2.0931 3.5217 0.2226 -0.190 -0.252 0.444 -1.343
I 1.3267 4.5853 1.9186 -0.104 0.059 -0.261 0.227
H 0.8993 -2.1716 -0.7740 0.019 -0.019 0.026 0.409
H 1.7010 -1.9714 -2.3663 -0.048 -0.101 0.001 0.363
H 2.1579 -0.9835 -1.0028 0.013 -0.018 0.033 0.332
H 1.3833 0.7670 -3.1905 0.300 -0.407 -0.584 0.382
H 0.5122 -0.1409 0.9050 -0.199 0.316 -0.430 0.245
H -0.2298 -1.7088 1.0179 0.030 -0.012 -0.102 0.437
H -1.6388 -1.1890 2.6683 -0.233 0.108 -0.064 0.418
H -0.3633 -0.2680 4.4278 0.138 0.280 0.097 0.426
H 0.7363 0.5985 3.3127 0.087 -0.018 0.045 0.408
H 0.6568 -1.2013 3.3872 0.279 0.144 -0.047 0.425
H -2.3293 1.2153 1.4783 0.108 0.077 -0.041 -0.046
H -1.3406 1.7529 2.8803 -0.046 0.195 -0.240 0.625
H -2.8627 0.3367 4.3177 0.088 0.083 0.038 0.600
H -3.2010 2.8975 3.5344 -0.073 0.084 0.226 0.359
H -4.5731 2.0415 4.3274 0.052 0.186 0.079 0.436
H -4.5200 2.1941 2.5886 0.079 0.217 -0.056 0.348
H -4.1154 -1.2629 3.1785 0.016 -0.043 -0.031 0.316
H -3.8536 -0.4990 1.6327 -0.043 0.143 -0.061 0.103
H -5.1561 0.0517 2.7038 -0.019 0.040 -0.032 0.479
H -3.0483 -0.2026 -1.5755 0.099 -0.350 0.209 1.315
H -0.7169 -3.4325 -1.8357 -0.026 -0.133 0.118 0.260
H -1.3224 -1.4589 -4.6448 0.129 -0.095 -0.154 0.322
H -1.7900 0.4322 -4.2148 0.074 0.320 -0.085 0.822
H -4.4444 -0.1424 -3.1890 0.205 0.024 0.218 0.436
H -4.4795 1.4284 -3.9476 0.150 0.143 0.189 0.855
H -3.6745 0.5690 -6.0192 0.158 -0.193 -0.168 0.325
H -3.3950 -1.0728 -5.2884 0.142 0.065 -0.028 0.079
H -6.1462 -1.4200 -3.9760 0.153 -0.127 0.127 0.355
H -1.0622 2.3393 -3.3480 0.099 0.035 0.271 -0.005
H -3.0584 2.7780 -4.8673 -0.178 0.070 -0.024 0.567
H -3.8397 3.5375 -3.4590 -0.029 0.053 -0.013 0.500
H -3.1464 1.8755 -1.1794 0.260 -0.487 0.063 -0.228
H -3.4040 4.1786 -1.3841 -0.059 -0.052 0.014 0.650
H -1.7021 4.5150 -1.4095 0.177 -0.029 0.220 0.436
H -1.2833 5.0715 0.9801 0.038 -0.137 0.161 0.212
H -1.2406 1.8162 0.0828 0.038 -0.246 0.027 -0.745
H -0.0106 3.5924 -0.9635 -0.582 -0.106 0.083 1.029
H 0.6083 2.4998 -2.1018 -0.135 -0.458 -0.074 0.699
H 0.7284 2.0126 0.9058 0.261 -0.345 0.094 0.062
H 1.9388 1.4553 -0.3146 -0.141 -0.233 0.213 -0.046
H 3.1109 3.2678 0.4920 0.094 0.136 -0.075 0.694
H 2.0640 4.2234 -0.6051 0.176 -0.067 -0.099 0.432
O 1.2329 -5.6115 -4.2451 0.661 0.067 -2.241 -0.941
P 0.5376 -6.8962 -4.5220 -1.633 -1.615 3.678 0.549
N -1.1067 -6.5514 -4.4508 -0.083 0.291 -0.101 0.432
C -2.1252 -7.5842 -4.3866 0.020 -0.291 -0.291 -1.015
C -1.5385 -5.4494 -5.3041 0.089 0.389 0.066 -1.264
N 0.9023 -7.8453 -3.1289 -0.641 -0.036 -0.012 0.253
C 0.0304 -7.7324 -1.9667 -0.042 0.086 0.052 -0.767
C 2.3010 -7.7178 -2.7391 0.163 -0.097 -0.141 -1.153
N 0.5526 -8.1921 -5.6421 1.597 1.257 -0.897 0.208
C 1.0988 -9.5052 -5.2888 -0.048 -0.154 0.094 -0.925
C 1.0848 -7.7739 -6.9568 -0.353 0.179 -0.101 -0.996
H -2.3574 -8.0105 -5.3703 0.035 0.028 -0.015 0.315
H -3.0399 -7.1481 -3.9801 0.020 0.044 -0.001 0.321
H -1.8377 -8.4014 -3.7324 0.084 -0.034 -0.109 0.294
H -1.6186 -5.7404 -6.3607 -0.089 -0.049 0.031 0.278
H -0.8380 -4.6199 -5.2270 0.070 -0.062 -0.011 0.306
H -2.5133 -5.0819 -4.9767 -0.033 -0.096 0.025 0.433
H -0.1806 -6.6916 -1.6855 0.029 -0.018 0.044 0.124
H 0.5026 -8.2267 -1.1165 0.100 0.032 -0.034 0.367
H -0.9167 -8.2422 -2.1230 -0.008 0.087 0.029 0.223
H 2.5042 -6.7854 -2.2006 0.004 0.016 -0.041 0.286
H 2.9510 -7.7380 -3.6160 -0.009 0.038 0.012 0.368
H 2.5815 -8.5620 -2.1055 -0.049 -0.004 0.015 0.387
H 2.1630 -9.4862 -5.0371 0.002 -0.014 -0.019 0.276
H 0.9643 -10.1543 -6.1560 0.022 0.080 -0.053 0.401
H 0.5484 -9.9433 -4.4639 0.037 0.085 0.079 0.264
H 2.1660 -7.6049 -6.9335 0.009 -0.059 -0.026 0.344
H 0.6043 -6.8465 -7.2778 0.038 0.009 0.028 0.302
H 0.8658 -8.5310 -7.7088 -0.040 -0.036 0.041 0.359
O 3.8673 3.4883 5.2347 2.229 -0.782 -0.351 -0.879
P 4.3646 4.3535 6.3347 -3.218 2.458 1.540 0.489
N 3.7802 3.6925 7.7648 0.044 -0.283 -0.023 0.207
C 3.8347 4.4176 9.0218 0.347 0.119 0.128 -0.971
C 4.0787 2.2774 7.9667 -0.121 -0.199 -0.249 -1.057
N 3.4956 5.8259 6.0889 -0.007 -0.066 0.690 0.269
C 2.1828 5.9695 6.7073 -0.123 -0.089 -0.018 -0.975
C 3.4438 6.1730 4.6781 0.153 0.023 -0.066 -1.306
N 5.8186 5.0800 6.8768 0.789 -1.067 -1.754 0.236
C 6.0664 6.5151 6.7178 -0.047 0.155 0.089 -0.915
C 7.0069 4.3216 6.4321 -0.058 -0.281 0.294 -0.975
H 4.8195 4.3598 9.5015 0.012 -0.024 -0.038 0.316
H 3.0980 3.9898 9.7047 -0.013 -0.031 -0.032 0.347
H 3.5892 5.4678 8.8988 0.128 0.008 -0.057 0.260
H 5.1210 2.1134 8.2720 -0.039 -0.004 0.099 0.328
H 3.8958 1.7179 7.0510 0.014 0.072 -0.043 0.295
H 3.4278 1.8683 8.7408 0.000 0.074 0.045 0.360
H 1.5355 5.0972 6.5477 -0.018 0.038 -0.028 0.315
H 1.6857 6.8473 6.2908 0.054 -0.012 -0.093 0.380
H 2.2593 6.1475 7.7767 -0.050 -0.061 -0.021 0.233
H 2.7018 5.5674 4.1465 0.110 0.096 0.029 0.197
H 4.4096 5.9989 4.1982 -0.030 -0.035 -0.011 0.364
H 3.2072 7.2330 4.5570 -0.055 -0.008 0.079 0.401
H 6.0914 6.8448 5.6748 0.022 0.007 0.004 0.284
H 7.0389 6.7268 7.1661 0.028 -0.085 -0.039 0.399
H 5.3257 7.0971 7.2545 -0.093 -0.036 -0.074 0.256
H 7.1940 4.4323 5.3589 0.046 0.044 0.013 0.328
H 6.8737 3.2580 6.6441 -0.019 0.011 -0.044 0.305
H 7.8901 4.6536 6.9765 -0.034 0.038 0.042 0.352
```
Forces are in eV/Å.

> Which value of DFT total energy does entry 2 give?

-178205.21752 eV

> What is the 2S+1 in the second record?

1